Record 1
A molecular structure, ClZr. Source: the OMol25 dataset; level of theory: ωB97M-V with the def2-TZVPD basis set.

```
! wB97M-V def2-TZVPD RIJCOSX def2/J DEFGRID3
* xyz 3 1
Zr -1.15 -0.54 0.12
Cl 1.15 0.54 -0.12
*
```

Output
Highest occupied orbital energy = -29.5 eV

From a Löwdin analysis of the wavefunction, the atomic charges in e read: atom 1 (Zr): 2.45, atom 2 (Cl): 0.55

***

Record 2
3 unconnected molecules or ions with the total composition H7O3. Source: the OMol25 dataset; level of theory: ωB97M-V with the def2-TZVPD basis set.

```
! wB97M-V def2-TZVPD RIJCOSX def2/J DEFGRID3
* xyz 1 1
O -1.93 -0.65 0.27
H -2.41 -1.17 -0.32
H -2.63 -0.58 0.94
O 2.05 0.20 0.44
H 2.11 -0.21 1.35
H 2.90 0.26 0.05
O -0.12 0.53 -0.71
H 0.74 0.60 -0.30
H 0.09 0.22 -1.63
H -0.82 0.21 -0.08
*
```

Output
Highest occupied orbital energy = -17.1 eV

Löwdin population analysis, charges in e, atoms 1 to 8: atom 1 (O): 0.05, atom 2 (H): 0.07, atom 3 (H): 0.12, atom 4 (O): 0.00, atom 5 (H): 0.14, atom 6 (H): 0.07, atom 7 (O): 0.24, atom 8 (H): 0.04